{"formula": "C30H28CdN6O2S3", "method": "ωB97M-V/def2-TZVPD", "spin_multiplicity": 1, "homo_lumo_gap_ha": 0.2108, "lumo_ev": 4.4, "homo_energy_ev": -1.4, "de_lowest_kcal_mol": 24.1, "total_charge": -2, "elements": ["Cd", "C", "C", "N", "N", "C", "S", "S", "C", "C", "C", "C", "C", "C", "C", "C", "C", "C", "C", "C", "C", "O", "H", "H", "H", "H", "H", "H", "H", "H", "H", "H", "H", "H", "H", "H", "N", "C", "S", "N", "N", "C", "C", "C", "C", "C", "C", "C", "O", "H", "H", "H", "H", "H", "H", "H", "C", "C", "C", "C", "N", "C", "C", "H", "H", "H", "H", "H", "H", "H"], "positions_angstrom": [[-0.4265, -0.8119, -0.0404], [0.8376, 0.9327, 4.0007], [-0.0251, 0.6560, 2.7805], [0.0856, -0.4608, 2.1404], [0.9599, -1.3546, 2.6969], [1.1270, -2.5078, 2.1492], [0.5030, -3.2569, 0.7894], [2.2387, -3.5573, 3.1182], [3.3542, -2.2965, 3.8712], [4.4177, -1.9095, 2.9028], [5.5453, -2.7107, 2.7530], [6.5387, -2.3696, 1.8544], [6.4196, -1.2201, 1.0915], [5.2908, -0.4296, 1.2187], [4.2898, -0.7757, 2.1086], [-0.9322, 1.7090, 2.3550], [-1.5985, 2.4492, 3.3299], [-2.4047, 3.5257, 3.0214], [-2.5068, 3.9251, 1.6920], [-1.8553, 3.2327, 0.7069], [-1.0918, 2.0514, 0.9620], [-0.5525, 1.4277, 0.0037], [1.8677, 0.6567, 3.7748], [0.5223, 0.3311, 4.8547], [0.8027, 1.9883, 4.2614], [3.7666, -2.7715, 4.7615], [2.6985, -1.4679, 4.1294], [5.6254, -3.6173, 3.3380], [7.4080, -3.0064, 1.7458], [7.1953, -0.9524, 0.3853], [5.1837, 0.4572, 0.6134], [3.3937, -0.1774, 2.1679], [-1.5150, 2.1476, 4.3692], [-2.9373, 4.0546, 3.8029], [-3.1071, 4.7943, 1.4394], [-1.9375, 3.5464, -0.3255], [-3.7916, -2.9180, -2.4387], [-2.7116, -2.2700, -1.8419], [-2.8157, -2.1623, -0.1417], [-1.7952, -1.8831, -2.6711], [-0.6447, -1.3082, -2.2092], [0.1987, -1.0338, -3.1488], [1.4551, -0.3650, -3.0415], [2.1035, -0.0344, -4.2391], [3.2681, 0.6976, -4.2771], [3.8147, 1.1589, -3.0772], [3.2375, 0.8239, -1.8849], [2.0698, -0.0005, -1.7858], [1.6806, -0.3938, -0.6525], [-4.6328, -2.8664, -1.8833], [-3.9040, -2.7168, -3.4206], [-0.1013, -1.3154, -4.1710], [1.6524, -0.3567, -5.1735], [3.7484, 0.9328, -5.2189], [4.7027, 1.7856, -3.0943], [3.6504, 1.1798, -0.9502], [-6.6126, 0.7836, -3.3420], [-5.4248, 0.7444, -2.4215], [-5.5465, 0.3683, -1.0901], [-4.4218, 0.4054, -0.2767], [-3.2370, 0.8001, -0.7014], [-3.1102, 1.1437, -1.9677], [-4.1662, 1.1259, -2.8690], [-7.5148, 0.4634, -2.8227], [-6.4578, 0.1388, -4.2073], [-6.7597, 1.8017, -3.7066], [-6.5023, 0.0506, -0.6931], [-4.4779, 0.1196, 0.7646], [-2.1207, 1.4600, -2.2668], [-4.0144, 1.4084, -3.9020]], "forces_ev_per_angstrom": [[-0.536, -0.378, 0.217], [-0.075, -0.068, -0.142], [0.502, -0.547, 0.260], [-0.115, 0.341, 0.090], [0.335, 0.463, 0.793], [0.248, -0.211, 0.247], [-0.218, -0.203, -0.273], [0.303, 0.061, 0.126], [-0.621, -0.512, -0.181], [0.132, 0.071, 0.042], [0.000, 0.089, 0.018], [0.143, -0.140, 0.033], [0.101, 0.067, -0.121], [0.073, 0.054, -0.080], [-0.006, -0.002, 0.088], [-0.235, 0.214, -0.553], [-0.112, -0.007, 0.028], [-0.152, 0.110, 0.436], [-0.010, 0.101, -0.107], [-0.083, 0.035, -0.098], [-0.004, 0.404, 0.365], [0.220, 0.017, -0.251], [-0.044, -0.026, 0.047], [0.034, -0.056, 0.043], [-0.073, -0.013, 0.008], [0.038, 0.082, 0.048], [0.125, 0.013, 0.132], [0.033, -0.078, 0.064], [0.042, -0.027, -0.012], [0.018, 0.013, -0.025], [-0.051, 0.055, -0.095], [-0.134, 0.041, 0.018], [0.101, -0.004, 0.017], [0.002, 0.008, 0.021], [-0.001, -0.003, -0.048], [0.023, -0.054, -0.089], [-0.255, -0.164, -0.174], [0.092, -0.006, 0.243], [0.354, -0.229, 0.497], [-0.376, -0.291, -1.019], [0.261, 0.117, -0.562], [-0.826, -0.420, -0.011], [0.543, 0.350, 0.325], [-0.064, 0.024, 0.038], [0.147, 0.086, -0.457], [0.032, -0.008, 0.088], [0.058, 0.139, 0.135], [0.292, -0.116, -0.224], [0.159, 0.121, 0.043], [0.100, 0.045, -0.102], [0.043, 0.087, -0.043], [-0.032, 0.043, 0.271], [-0.048, -0.037, 0.010], [-0.050, 0.001, -0.063], [-0.008, -0.041, 0.022], [-0.004, -0.028, 0.066], [0.097, -0.011, 0.058], [0.078, 0.055, 0.015], [0.020, 0.085, -0.030], [-0.398, 0.096, -0.057], [0.051, 0.227, 0.216], [-0.083, 0.086, -0.260], [-0.134, -0.039, 0.089], [-0.066, -0.006, -0.035], [-0.027, -0.039, -0.057], [-0.095, -0.006, -0.053], [-0.055, -0.009, 0.046], [-0.057, -0.059, 0.062], [0.191, 0.001, -0.063], [0.058, 0.036, -0.082]], "nbo_charge": [1.64, -0.68, 0.31, -0.39, -0.50, -0.05, -0.33, 0.18, -0.58, 0.08, -0.25, -0.22, -0.24, -0.18, -0.23, -0.25, -0.17, -0.34, -0.23, -0.25, 0.43, -0.82, 0.23, 0.22, 0.21, 0.21, 0.26, 0.20, 0.19, 0.20, 0.21, 0.23, 0.19, 0.18, 0.18, 0.19, -0.84, 0.25, -0.48, -0.48, -0.41, 0.13, -0.26, -0.15, -0.35, -0.22, -0.27, 0.43, -0.79, 0.38, 0.37, 0.16, 0.18, 0.18, 0.18, 0.19, -0.63, 0.00, -0.30, 0.10, -0.42, 0.06, -0.28, 0.20, 0.21, 0.21, 0.19, 0.20, 0.21, 0.20]}